[1]
{
  "formula": "C2H8O2",
  "method": "ωB97M-V with the def2-TZVPD basis set",
  "smiles": "CO.CO",
  "e_tot_ha": -231.42910,
  "e_above_lowest_kj_mol": 87.2,
  "max_force_ha_per_bohr": 0.0519,
  "elements": ["C", "O", "H", "H", "H", "H", "C", "O", "H", "H", "H", "H"],
  "positions_angstrom": [[0.842, -2.182, -0.609], [-0.285, -1.955, -1.528], [1.454, -1.338, -0.885], [1.335, -3.121, -0.829], [0.402, -2.054, 0.374], [-1.061, -2.451, -1.314], [-0.379, 2.511, 0.974], [-0.433, 1.110, 0.728], [-0.174, 2.594, 2.041], [-1.360, 2.963, 0.810], [0.393, 3.027, 0.402], [-0.734, 0.897, -0.165]],
  "nbo_charge": [-0.251, -0.754, 0.189, 0.171, 0.183, 0.463, -0.245, -0.736, 0.182, 0.162, 0.164, 0.473]
}

***

[2]
{
  "formula": "C2H8O2",
  "method": "ωB97M-V with the def2-TZVPD basis set",
  "smiles": "CO.CO",
  "e_tot_ha": -231.38584,
  "e_above_lowest_kj_mol": 200.8,
  "max_force_ha_per_bohr": 0.1218,
  "elements": ["C", "O", "H", "H", "H", "H", "C", "O", "H", "H", "H", "H"],
  "positions_angstrom": [[2.031, 0.411, 0.876], [0.917, -0.372, 0.675], [1.695, 1.441, 0.599], [2.479, 0.164, 1.971], [2.902, 0.256, 0.334], [1.007, -1.269, 1.025], [-1.701, -0.413, -0.758], [-1.899, 0.611, -1.640], [-2.587, -0.709, -0.127], [-1.469, -1.202, -1.597], [-0.785, -0.236, -0.109], [-2.590, 1.317, -1.246]],
  "nbo_charge": [-0.230, -0.725, 0.190, 0.144, 0.158, 0.476, -0.268, -0.726, 0.150, 0.166, 0.210, 0.455]
}

***

Number 1: HOMO energy -10.4 eV. Number 2: HOMO energy -9.4 eV.